[1]
24
Properties=species:S:1:pos:R:3:forces:R:3 method="wB97M-V/def2-TZVPD" relative_energy_kj_mol=84.6 lumo_ev="0.527 / 0.506" e_homo_ha="-0.1721 / -0.3550" spin_multiplicity=2
C -3.3539 -0.0001 0.2297 1.4 -3.1 -1.9
C -2.1573 0.1031 1.1028 1.5 -0.5 0.6
C -0.8759 -0.7160 0.7400 -0.7 1.5 -1.8
C -0.4982 -0.6825 -0.7764 0.6 -0.8 -0.9
C 1.1497 0.8792 -1.7195 3.4 1.3 -2.5
N -0.0975 0.6255 -1.3979 -3.9 -2.5 2.0
H -4.1716 0.3553 0.7530 -1.9 1.1 0.5
H -3.5276 -1.1088 0.0610 -0.1 1.0 0.2
H -3.2103 0.3566 -0.7924 -0.3 0.6 0.2
H -2.4674 -0.3272 2.0439 0.0 0.1 0.6
H -1.8979 1.1209 1.3018 0.2 0.8 0.1
H -1.1670 -1.7190 0.9497 0.3 -1.1 0.2
H -0.0204 -0.3951 1.3275 -0.1 -0.1 0.2
H -1.3276 -1.1987 -1.3521 0.5 1.0 0.4
H 0.3560 -1.4046 -0.9905 -0.8 1.0 0.5
H 1.4490 1.7611 -2.3579 -0.6 -1.2 1.0
H 1.8921 0.1128 -1.5209 -0.2 0.3 -0.1
H -0.8864 1.1794 -1.6653 0.2 0.4 -0.2
H 2.3645 0.6005 0.9705 0.4 1.2 -0.4
H 2.8636 2.1169 0.7047 1.1 0.4 0.6
O 2.1973 1.4765 0.5410 -1.1 -1.4 0.5
H 3.0381 -1.9529 1.5953 0.3 -0.5 -0.8
H 2.8621 -1.6662 -0.0127 0.8 -1.0 -1.0
O 2.6710 -1.4405 0.8728 -1.2 1.5 1.8


[2]
4
Properties=species:S:1:pos:R:3:forces:R:3 method="wB97M-V/def2-TZVPD" relative_energy_kj_mol=0.0 lumo_ev=0.539 smiles=FPF e_homo_ha=-0.3919
F -0.5974 -1.1590 -0.3528 0.4 -0.8 0.8
F -0.5790 1.0723 -0.3371 -0.6 1.3 0.6
P -0.0321 -0.0480 0.6575 -0.7 0.1 -1.7
H 1.2084 0.1347 0.0324 0.9 -0.6 0.3


[3]
116
Properties=species:S:1:pos:R:3:forces:R:3 method="wB97M-V/def2-TZVPD" relative_energy_kj_mol=7.2 total_charge=+1 lumo_ev="-1.651 / -1.654" e_homo_ha="-0.3544 / -0.3832" spin_multiplicity=4
V 0.3220 1.1029 0.6492 -0.4 -0.3 0.5
C -1.1468 -4.8934 -0.3227 -1.2 1.3 -0.1
C -1.9163 -4.2917 -1.5686 0.0 0.9 1.1
C -2.5469 -5.4311 -2.3330 0.1 -1.0 -0.1
C -2.9157 -3.2274 -0.9952 1.1 -1.2 -0.4
C -4.2716 -3.4335 -0.8989 -0.8 -0.4 -0.2
C -5.0847 -2.4050 -0.4248 1.1 -0.3 -0.1
C -4.5516 -1.1496 -0.1133 -2.4 0.3 0.1
C -3.2080 -0.9565 -0.1549 2.2 -0.2 -0.2
P -2.4163 0.6759 -0.0423 -0.1 0.8 -0.3
C -3.5530 1.6290 1.0221 -0.3 0.3 0.6
C -4.2683 2.8177 0.7261 0.9 -1.1 0.0
C -4.8233 3.5836 1.7207 0.4 0.8 0.9
C -4.6830 3.2104 3.0658 -0.7 -0.4 0.0
C -4.0820 1.9757 3.3680 0.2 0.6 -0.3
C -3.5057 1.2039 2.3464 -0.1 0.8 0.7
C -2.8279 1.3775 -1.6466 0.9 2.0 -0.7
C -3.4300 0.7765 -2.7088 -1.4 -2.7 0.1
C -3.5690 1.3503 -3.9518 0.9 1.4 -0.8
C -2.9873 2.6115 -4.2238 -0.9 -0.7 0.5
C -2.4529 3.3124 -3.1149 0.1 -0.2 -1.5
C -2.3670 2.7073 -1.8949 -0.7 -1.2 1.0
C -2.3870 -2.0403 -0.5285 -0.1 0.2 -0.4
O -0.9978 -1.8928 -0.5890 -0.5 0.4 0.1
C -0.4411 -2.3180 -1.7714 0.5 -0.2 -0.7
C 0.6766 -1.6272 -2.2674 0.2 -0.5 0.0
C 1.1845 -2.0066 -3.5098 0.8 0.4 -0.2
C 0.6086 -3.0608 -4.2109 0.9 0.8 -0.6
C -0.3490 -3.8298 -3.6300 -1.2 0.7 1.7
C -0.9239 -3.4683 -2.3813 0.6 -0.3 -0.6
P 1.6356 -0.6106 -1.1059 0.2 -0.1 0.5
C 2.8646 0.0955 -2.2111 -0.3 1.1 -1.0
C 4.2147 -0.2478 -2.1772 -0.8 -0.8 1.3
C 5.1499 0.4290 -2.8953 -1.1 1.3 -1.6
C 4.7698 1.3904 -3.8382 -0.8 -0.9 0.5
C 3.4043 1.6541 -3.9618 0.4 0.6 0.0
C 2.4391 1.0921 -3.1373 1.7 -0.9 0.4
C 2.7061 -1.8966 -0.2390 -0.9 1.9 0.4
C 3.3158 -1.4922 0.9695 -1.5 0.0 -0.8
C 4.0829 -2.3790 1.6489 0.7 0.7 1.8
C 4.3176 -3.6182 1.1509 0.5 -1.6 -1.3
C 3.8249 -3.9989 -0.0922 -0.7 2.0 0.6
C 2.9774 -3.1127 -0.7903 1.0 -1.6 0.1
H -1.9466 -5.1899 0.3955 0.8 0.1 -0.2
H -0.5001 -4.0826 0.0844 -0.4 -1.0 -0.1
H -0.5729 -5.7496 -0.6295 0.4 -0.3 0.0
H -3.2782 -6.0292 -1.7494 0.1 0.8 -0.2
H -1.7552 -6.1922 -2.4590 -0.2 0.4 -0.5
H -2.9608 -5.1408 -3.3161 0.1 -0.2 0.5
H -4.6838 -4.4172 -1.2363 0.2 1.1 0.5
H -6.0991 -2.6405 -0.3023 -1.4 0.2 0.0
H -5.2561 -0.2865 0.0863 1.0 -1.1 0.0
H -4.3195 3.1838 -0.2716 0.0 0.1 -0.7
H -5.2033 4.5866 1.4755 -0.2 -0.7 0.1
H -5.1388 3.8598 3.8432 0.6 -0.6 -0.5
H -3.9287 1.6874 4.4040 -0.2 -0.1 -0.1
H -2.9019 0.3368 2.6146 -0.2 0.0 0.0
H -3.8772 -0.2506 -2.5988 0.6 1.0 0.0
H -4.0727 0.7769 -4.7142 0.0 0.1 -0.2
H -3.0590 3.0056 -5.2554 0.2 0.0 0.9
H -2.0179 4.2978 -3.2190 -0.1 0.1 -0.2
H -1.9932 3.2609 -1.0573 0.3 0.2 0.1
H 2.1077 -1.5329 -3.9355 -1.1 -0.3 0.5
H 0.9666 -3.2551 -5.2202 0.0 -0.3 0.3
H -0.7015 -4.6806 -4.1271 -0.5 -1.1 -0.6
H 4.5711 -1.0702 -1.5419 -0.3 0.6 -0.1
H 6.1321 0.1851 -2.7228 2.3 -0.5 0.1
H 5.4492 1.8614 -4.5295 0.3 0.1 0.2
H 3.1411 2.4358 -4.6583 -0.4 -0.1 -0.2
H 1.4291 1.4040 -3.2763 -0.7 0.0 0.3
H 3.0738 -0.5525 1.4292 0.0 0.3 -0.2
H 4.5133 -2.0679 2.6066 -0.1 -0.2 -0.3
H 4.9838 -4.3254 1.6082 0.2 0.0 0.5
H 4.1772 -4.9005 -0.4845 0.1 -1.3 -0.8
H 2.6408 -3.3967 -1.7728 -0.3 0.0 -0.2
C 1.1539 -2.4000 4.6329 1.0 -0.3 1.2
N 0.3063 -2.2167 3.4924 -0.6 -0.4 0.0
C 0.2480 -3.2751 2.4933 -0.9 0.3 -2.1
C 0.0453 -0.9543 3.0409 0.3 0.6 -1.4
N -0.1222 -0.6622 1.7938 0.3 -0.6 -0.3
N -0.0165 0.0756 3.9757 -0.1 -0.9 0.5
C -0.1161 1.4380 3.7524 -0.8 -0.1 -0.4
N -0.1208 2.1455 4.9424 0.6 -1.3 0.2
N -0.3199 1.9294 2.5727 0.8 0.7 0.7
H 2.1100 -1.9048 4.4788 0.0 0.5 0.2
H 1.4703 -3.4339 4.7174 -0.4 -0.3 -0.1
H 0.7312 -2.1589 5.6405 0.1 0.1 -0.9
H 0.2970 -4.3110 2.8139 0.2 0.3 0.9
H 0.9873 -3.1783 1.6468 -0.2 0.1 0.9
H -0.7440 -3.2073 1.9789 0.6 0.0 0.5
H 0.0143 -1.4449 1.1381 -0.2 0.4 0.8
H -0.0220 -0.2359 4.9370 0.0 0.2 -0.1
H 0.3922 1.6742 5.6984 -0.3 0.6 -0.5
H 0.0315 3.1313 4.9079 0.0 0.4 -0.2
H -0.0840 2.9274 2.6094 -0.5 -0.2 -0.1
Cl 3.2309 0.7609 4.5927 -0.4 -0.2 0.0
C 3.6787 1.9195 3.3148 -0.1 0.7 0.3
Cl 5.1933 1.3909 2.6019 0.1 -0.1 -0.5
C 2.5485 2.2183 2.2764 0.5 0.2 -0.4
O 2.2064 3.4038 2.1144 0.3 -1.3 0.6
O 2.1496 1.1747 1.6706 -0.2 0.8 0.0
H 3.9109 2.8246 3.8443 0.0 0.4 0.1
C 3.4859 4.1491 -1.4289 -0.6 -0.5 0.7
N 2.5611 4.9569 -0.6043 0.0 -0.3 -0.4
C 1.3026 4.6296 -0.3025 0.6 0.4 -0.2
S 0.6292 3.2260 -0.9902 -0.2 -0.5 0.2
N 0.5968 5.5269 0.4037 -1.6 -0.3 0.8
C -0.8582 5.3093 0.7250 1.0 2.3 -1.5
H 4.2329 4.8228 -1.8003 0.3 0.3 -0.4
H 2.9749 3.5879 -2.2341 0.1 0.7 0.5
H 3.9857 3.3967 -0.8067 -0.1 0.1 0.0
H 2.8818 5.8555 -0.2813 0.2 0.0 0.0
H 1.0312 6.3305 0.8733 -0.1 -0.8 -0.5
H -1.0776 5.7048 1.6948 0.0 0.3 0.6
H -1.1235 4.3024 0.7020 -0.1 -1.7 0.0
H -1.4905 5.8426 -0.0353 0.5 -0.4 0.7


[4]
19
Properties=species:S:1:pos:R:3:forces:R:3 method="wB97M-V/def2-TZVPD" relative_energy_kj_mol=239.2 lumo_ev=0.896 smiles=CO[C@@H](C)CCO e_homo_ha=-0.3578
C -1.7671 -0.4898 1.4119 0.5 1.4 4.1
O -0.5974 -0.4947 0.6506 0.4 0.0 0.3
C -0.2254 0.4524 -0.3584 -0.1 0.1 0.0
C -0.4949 1.8923 0.0468 0.0 0.0 0.0
C 1.2514 0.1579 -0.6508 -0.1 0.0 0.0
C 1.5062 -1.2540 -1.1912 0.0 0.3 -0.3
O 1.5074 -2.2562 -0.1996 -0.2 -0.1 0.1
H -2.2807 0.4515 1.7574 -0.6 -0.2 -2.8
H -1.5315 -0.3415 2.6010 0.8 -2.0 -1.9
H -2.2856 -1.4366 1.2594 -0.6 0.7 0.1
H -0.7991 0.2459 -1.2782 0.0 0.0 0.2
H 0.0227 2.1701 0.9723 0.0 -0.1 -0.1
H -1.5697 2.0482 0.1817 0.2 0.1 0.0
H -0.1602 2.5661 -0.7494 -0.1 -0.1 0.1
H 1.8528 0.2978 0.2580 -0.2 0.0 -0.1
H 1.6047 0.8876 -1.3914 -0.1 -0.1 0.1
H 0.7668 -1.4718 -1.9829 0.1 0.0 0.1
H 2.4953 -1.2952 -1.6600 -0.1 0.0 0.1
H 0.7043 -2.1301 0.3228 0.1 0.0 0.0


[5]
87
Properties=species:S:1:pos:R:3:forces:R:3 method="wB97M-V/def2-TZVPD" relative_energy_kj_mol=159.4 total_charge=+2 lumo_ev=-6.274 e_homo_ha=-0.4984
Ru 0.7154 0.8248 -1.2756 0.5 -0.5 0.2
F -2.6343 6.7046 -2.2551 0.0 0.0 0.0
C -2.1601 5.6273 -1.6677 0.0 0.0 0.0
C -2.8280 5.0754 -0.5890 0.0 0.0 0.0
F -3.9440 5.6275 -0.1545 0.0 0.0 0.0
C -2.3253 3.9315 0.0221 0.1 0.1 0.0
F -2.9904 3.4342 1.0635 0.0 0.0 0.1
C -1.1715 3.3276 -0.4325 0.2 0.0 -0.2
P -0.2583 1.9602 0.3541 0.1 0.1 0.2
C 0.8339 2.9462 1.4224 -0.2 0.0 0.2
C 0.2176 3.6500 2.4650 0.0 0.0 0.1
C 0.9508 4.5113 3.2619 0.0 0.0 0.0
C 2.3069 4.6935 3.0187 0.0 0.0 0.0
C 2.9198 4.0233 1.9722 0.0 0.0 0.0
C 2.1866 3.1558 1.1739 0.0 0.0 -0.1
C -1.3193 0.9616 1.4207 -0.3 0.2 -0.1
C -0.9939 0.6864 2.7441 0.1 -0.1 0.0
C -1.7953 -0.1740 3.4862 0.0 0.0 0.0
C -2.9188 -0.7515 2.9150 0.0 0.0 0.0
C -3.2502 -0.4733 1.5927 0.0 0.0 0.0
C -2.4527 0.3798 0.8489 0.0 -0.1 0.1
C -0.5109 3.9071 -1.5219 -0.3 0.1 0.2
Br 1.1104 3.1579 -2.1829 0.0 0.1 -0.1
C -0.9887 5.0397 -2.1393 0.0 0.0 0.0
F -0.3661 5.5815 -3.1722 0.0 0.0 0.0
H -0.8435 3.5331 2.6581 0.0 0.0 0.0
H 0.4640 5.0468 4.0659 0.0 0.0 0.0
H 2.8805 5.3719 3.6363 0.0 0.0 0.0
H 3.9696 4.1810 1.7638 0.0 0.0 0.0
H 2.6865 2.6699 0.3499 0.0 -0.1 0.0
H -0.1143 1.1245 3.1965 0.0 0.0 0.0
H -1.5433 -0.3835 4.5177 0.0 0.0 0.0
H -3.5490 -1.4050 3.5047 0.0 0.0 0.0
H -4.1354 -0.9097 1.1477 0.0 0.0 0.0
H -2.7179 0.5999 -0.1751 0.0 0.0 0.0
C 2.2534 -0.9329 -3.0224 0.0 0.1 0.0
Si 2.6357 -2.4496 -1.9859 0.0 -0.1 0.0
C 4.4609 -2.7204 -1.8650 0.1 0.2 0.0
C 1.7492 -3.9484 -2.6125 0.0 0.0 0.1
N 2.0598 -2.0395 -0.3209 -0.2 0.1 -0.2
C 2.9417 -2.0463 0.8002 0.0 -0.1 0.1
C 3.5082 -3.2132 1.3005 -0.1 -0.1 0.0
C 4.3850 -3.1624 2.3737 0.0 0.0 0.0
C 4.6925 -1.9471 2.9735 0.0 0.0 0.0
C 4.1412 -0.7687 2.4891 0.0 0.0 0.0
C 3.2959 -0.8562 1.4075 0.0 0.1 0.0
F 2.7603 0.2860 0.8859 0.0 0.2 -0.1
H 3.0312 -0.7791 -3.7749 -0.1 0.0 0.0
H 2.3255 -0.0116 -2.4031 0.1 0.0 -0.1
H 1.2913 -0.9685 -3.5335 0.0 0.0 0.0
H 4.8242 -3.0243 -2.8510 0.0 0.0 0.0
H 4.7533 -3.4940 -1.1567 0.0 0.0 0.0
H 4.9792 -1.7966 -1.5958 0.0 0.0 0.0
H 2.1272 -4.2308 -3.5983 0.0 0.0 0.0
H 0.6786 -3.7792 -2.7143 0.0 0.0 0.0
H 1.9121 -4.7988 -1.9456 0.0 0.0 0.0
H 3.2633 -4.1606 0.8336 0.0 0.0 0.0
H 4.8277 -4.0747 2.7494 0.0 0.0 0.0
H 5.3681 -1.9111 3.8170 0.0 0.0 0.0
H 4.3677 0.1970 2.9211 0.0 0.0 0.0
C -3.8421 2.1738 -2.7172 0.0 -0.1 -0.1
N -3.6074 0.7552 -2.4582 -0.1 0.1 -0.1
C -4.5990 -0.1494 -2.1583 0.0 0.0 0.0
C -3.9993 -1.3607 -2.0495 0.0 0.1 -0.1
N -2.6567 -1.1932 -2.2840 0.0 -0.1 -0.1
B -1.6246 -2.3676 -2.4009 -0.1 0.1 0.1
N -1.4311 -2.9324 -0.9411 0.3 -0.2 -0.2
C -2.1019 -4.0036 -0.4159 0.0 0.1 0.0
C -1.6472 -4.2093 0.8490 0.0 0.0 0.0
N -0.6950 -3.2550 1.0876 -0.1 -0.1 0.0
C 0.0266 -3.1185 2.3539 0.0 0.0 -0.1
C -0.5621 -2.5111 -0.0285 -0.2 0.3 0.2
S 0.6191 -1.1971 -0.0580 0.2 -0.4 0.0
C -2.4296 0.1042 -2.5147 0.3 -0.3 0.1
S -0.8927 0.8220 -2.8996 -0.5 0.3 -0.2
H -4.8568 2.2846 -3.0887 0.0 0.0 0.0
H -3.1413 2.5202 -3.4707 0.0 0.0 0.0
H -3.7217 2.7485 -1.8026 0.0 0.0 0.0
H -5.6320 0.1434 -2.0851 0.0 0.0 0.0
H -4.4296 -2.3301 -1.8683 0.0 0.0 0.0
H -0.5741 -1.9575 -2.7810 0.0 0.1 -0.1
H -2.0970 -3.2389 -3.0734 0.0 0.0 0.1
H -2.8369 -4.5362 -0.9937 0.0 0.0 0.0
H -1.9081 -4.9463 1.5887 0.0 0.0 0.0
H -0.6154 -3.4996 3.1428 0.0 0.0 0.0
H 0.2379 -2.0679 2.5372 0.0 0.0 0.0
H 0.9540 -3.6836 2.3217 0.0 0.0 0.0